Arrangement P

Entry from OMol25: a structure of composition C4H12IN2 (wB97M-V/def2-TZVPD).

Geometry as XYZ:
```
19
Properties=species:S:1:pos:R:3:lowdin_charge:R:1
C 0.22 2.22 -0.71 -0.208
C 0.22 -2.34 -1.02 -0.068
C -0.56 1.01 -0.34 -0.129
C 0.67 -0.15 0.61 -0.740
N 0.54 0.04 1.99 0.041
N 0.02 -1.74 0.32 -0.029
I 2.70 0.18 -0.02 0.979
H -0.42 3.21 -0.81 0.129
H 0.86 2.49 0.21 0.077
H 0.83 2.12 -1.61 0.051
H 1.04 -3.10 -0.83 0.120
H -0.81 -2.71 -1.50 0.154
H 0.61 -1.57 -1.63 0.035
H -1.17 1.16 0.51 0.060
H -1.05 0.32 -1.15 0.126
H -0.33 0.32 2.23 0.057
H 1.15 -0.43 2.53 0.041
H -1.03 -1.67 0.55 0.186
H 0.47 -2.29 1.03 0.119
```

**Total charge**: +1
**Gap between HOMO and LUMO**: 10.01 eV

Arrangement Q

Entry from OMol25: the ion C4H12IN2 with charge +1 (wB97M-V/def2-TZVPD).

Geometry as XYZ:
```
19
Properties=species:S:1:pos:R:3:lowdin_charge:R:1
C 1.62 0.78 -1.22 -0.064
N 0.40 1.44 -0.78 -0.124
C -0.19 1.18 0.40 -0.788
I -1.72 2.49 1.07 0.974
N -0.72 -0.38 0.75 -0.214
C 0.38 -1.30 1.04 -0.061
C -1.67 -0.95 -0.28 -0.051
H 2.04 1.41 -1.97 0.086
H 2.46 0.83 -0.44 0.121
H 1.44 -0.26 -1.42 0.074
H -0.11 1.79 -1.56 0.118
H 0.69 1.16 1.17 0.127
H -1.22 -0.25 1.63 0.113
H 0.59 -2.28 0.50 0.128
H 1.33 -0.70 1.02 0.080
H 0.30 -1.65 2.15 0.138
H -1.21 -0.86 -1.36 0.126
H -1.79 -2.09 -0.31 0.123
H -2.62 -0.35 -0.39 0.096
```

**Total charge**: +1
**Gap between HOMO and LUMO**: 10.36 eV

Arrangement R

Entry from OMol25: a cluster of 3 separate species, C4H12IN2 in total (wB97M-V/def2-TZVPD).

Geometry as XYZ:
```
19
Properties=species:S:1:pos:R:3:lowdin_charge:R:1
C -2.05 2.13 0.08 -0.018
C -2.22 -0.23 -0.03 -0.072
C 0.87 -1.44 0.03 -0.011
C -0.10 0.73 -0.15 0.098
N -1.34 0.85 -0.08 -0.309
N 0.53 -2.11 -1.07 0.097
I 4.69 0.36 0.24 0.469
H -1.30 3.02 0.18 0.131
H -2.57 2.23 -0.94 0.120
H -2.87 2.04 0.87 0.120
H -2.72 -0.39 -1.03 0.141
H -1.67 -1.16 0.09 0.063
H -2.95 -0.22 0.80 0.116
H 0.37 -1.67 0.91 0.074
H 1.82 -0.82 0.09 0.030
H 0.55 1.63 -0.36 0.101
H -0.17 -2.70 -0.88 0.054
H 4.60 1.27 1.51 -0.369
H 1.27 -2.27 -1.80 0.167
```

**Total charge**: +1
**Gap between HOMO and LUMO**: 9.38 eV

Energy relative to the most stable one, in eV: arrangement P 0.746; arrangement Q 0.000; arrangement R 1.741